Entry 1
Entry from the Open Molecules 2025 dataset: 19 unconnected molecules or ions with the total composition H38O19 (ωB97M-V/def2-TZVPD).

Each line ends with the Löwdin charge.
Cartesian coordinates (Å):
O  -0.232  3.938  -1.199  -0.16
H  -1.151  3.611  -1.406  0.03
H  -0.065  3.078  -0.446  0.14
O  -2.496  -1.643  -1.853  0.00
H  -1.948  -2.220  -1.513  -0.07
H  -2.489  -0.876  -1.246  0.00
O  2.447  2.126  3.370  -0.05
H  1.904  2.950  3.339  0.06
H  1.937  1.344  3.513  -0.02
O  -3.028  -1.849  1.979  -0.10
H  -2.904  -2.041  2.969  0.08
H  -2.222  -2.243  1.557  0.01
O  0.609  4.354  1.304  -0.12
H  1.572  4.292  1.166  0.05
H  0.241  4.572  0.372  0.04
O  -1.658  1.945  -2.251  0.07
H  -0.963  1.600  -2.638  -0.02
H  -2.456  1.779  -2.549  0.01
O  -2.863  0.642  -0.591  -0.10
H  -3.566  1.151  -0.144  0.08
H  -2.153  1.407  -0.649  0.09
O  1.506  -0.541  4.944  -0.12
H  0.642  0.001  4.668  0.08
H  1.421  -1.420  4.551  0.02
O  -0.482  -1.338  0.699  -0.03
H  -0.254  -2.118  0.836  -0.16
H  0.272  -0.632  0.665  0.09
O  2.114  -1.937  -0.146  -0.17
H  1.911  -2.786  0.431  0.06
H  3.165  -1.954  0.384  0.21
O  4.011  0.612  -1.239  -0.06
H  3.464  0.188  -1.837  -0.04
H  3.554  0.619  -0.286  0.10
O  0.862  1.298  0.656  -0.03
H  1.264  2.069  1.144  0.05
H  1.587  0.852  0.303  -0.02
O  1.450  -2.999  -2.916  -0.06
H  0.973  -2.147  -2.720  -0.02
H  0.665  -3.429  -3.129  -0.04
O  1.151  0.201  -3.981  -0.12
H  1.304  -0.684  -3.446  0.04
H  2.112  0.488  -3.866  0.07
O  -1.000  -2.889  -4.017  -0.11
H  -0.795  -1.939  -3.923  0.02
H  -2.015  -2.743  -3.733  0.12
O  0.559  -0.748  -1.668  -0.18
H  0.064  -1.259  -0.992  0.00
H  -0.364  -0.336  -2.171  0.16
O  -0.209  -3.754  1.480  -0.04
H  -0.297  -4.440  0.771  0.11
H  0.759  -3.639  1.664  0.07
O  -2.333  3.541  1.677  -0.12
H  -1.691  4.264  1.314  0.06
H  -1.731  2.996  2.271  0.06
O  -0.704  -0.352  3.276  -0.10
H  -0.131  -0.931  2.666  0.06
H  -1.318  -0.033  2.585  0.04

Entry 2
Entry from the Open Molecules 2025 dataset: 19 unconnected molecules or ions with the total composition H38O19 (ωB97M-V/def2-TZVPD).

Each line ends with the Löwdin charge.
Cartesian coordinates (Å):
O  1.753  -1.016  -3.795  -0.07
H  1.801  -0.111  -3.420  0.01
H  2.320  -1.068  -4.581  0.06
O  4.632  -0.113  -1.280  -0.05
H  4.326  -0.705  -0.583  0.03
H  5.515  -0.414  -1.598  0.08
O  -3.868  -0.394  -1.279  -0.10
H  -4.780  -0.406  -1.699  0.08
H  -3.127  -0.432  -1.931  0.02
O  -0.773  3.391  2.064  -0.04
H  -1.383  2.943  1.475  0.00
H  -0.818  3.118  2.958  0.01
O  -2.395  1.804  -0.074  -0.04
H  -3.335  1.574  -0.226  0.03
H  -1.958  1.458  -0.822  -0.01
O  1.151  0.920  3.824  -0.08
H  0.349  0.603  3.355  0.02
H  1.658  1.474  3.175  0.07
O  1.888  -2.062  3.422  -0.07
H  2.107  -2.534  4.229  0.06
H  1.546  -1.124  3.638  0.07
O  -3.647  -1.953  1.650  -0.10
H  -3.102  -2.752  1.512  0.01
H  -3.859  -1.592  0.732  0.06
O  -1.432  0.068  -2.294  -0.07
H  -1.170  -0.071  -3.210  0.00
H  -0.797  -0.344  -1.687  0.03
O  0.398  -0.432  -0.259  -0.11
H  -0.221  -0.445  0.575  0.08
H  0.729  0.471  -0.013  0.05
O  -5.425  1.414  0.834  -0.03
H  -5.509  1.017  1.706  0.05
H  -5.547  2.332  1.041  0.03
O  -1.725  -4.166  1.163  -0.08
H  -0.834  -3.758  1.039  0.01
H  -1.639  -5.101  0.904  0.05
O  1.253  2.670  -0.108  -0.04
H  2.179  2.777  0.137  0.03
H  0.913  3.543  0.070  0.06
O  1.827  1.373  -2.409  -0.08
H  2.668  1.812  -2.315  0.01
H  1.289  1.803  -1.661  0.05
O  -1.449  -0.066  1.964  -0.06
H  -2.245  -0.630  2.113  0.04
H  -1.854  0.706  1.567  0.00
O  4.058  2.474  -0.467  -0.06
H  4.395  1.550  -0.679  0.03
H  4.457  2.992  -1.125  0.02
O  2.941  -0.346  1.113  -0.02
H  2.307  -0.603  0.424  0.02
H  2.943  -1.059  1.709  -0.01
O  0.814  -2.964  1.137  -0.09
H  1.497  -2.769  1.844  0.03
H  0.726  -2.060  0.761  0.01
O  -0.803  -0.980  -4.629  -0.03
H  0.075  -1.179  -4.454  -0.05
H  -0.821  -0.639  -5.536  0.07

Relative energy table, unit kcal/mol: entry 1 201.3; entry 2 0.0